No. 1
ORCA calculation (ωB97M-V/def2-TZVPD) on a cluster of 4 separate species, C42H106N5O8P2S2Si6 in total.

```
171
Properties=species:S:1:pos:R:3:forces:R:3
S -5.24646 5.47069 2.23176 0.2 0.1 0.0
S -5.60668 2.90428 0.76637 0.0 -0.3 0.1
P -12.16712 2.59176 -2.46422 -0.5 -0.2 -0.2
P -9.09587 2.72037 3.66780 -0.1 -0.1 0.2
Si 10.26349 -5.54399 0.44594 0.1 -0.1 0.3
Si 6.66358 -2.27806 4.58357 -0.1 0.1 -0.3
Si -1.92331 -1.02868 -4.22616 -0.1 0.2 0.2
Si -2.22388 -3.36492 -6.24101 -0.1 -0.3 -0.1
Si 8.83708 -3.81139 6.14872 0.3 -0.1 0.0
Si 9.95435 -6.60458 -2.45014 0.0 -0.2 -0.2
O -9.11371 3.30123 0.91448 -0.2 0.2 -0.1
O -13.40341 2.05873 -3.03677 0.1 0.0 0.1
O -11.68683 3.98768 -3.03902 -0.1 0.0 0.0
O 7.46648 -2.94649 5.85426 -0.1 0.0 0.0
O -10.54279 1.96031 3.77963 -0.1 0.0 -0.2
O -1.59270 -2.05526 -5.46347 0.0 0.0 0.0
O -10.89859 1.64179 -2.58674 0.0 -0.1 0.0
O 10.04776 -5.55539 -1.18468 0.0 0.1 0.0
N -11.25476 3.57513 -0.00995 -0.7 -1.4 1.1
N -12.74082 5.05220 1.10304 -0.1 -0.2 -0.1
N -10.87354 4.21376 2.16711 1.0 1.4 -0.1
N -8.15336 1.59410 2.83480 0.3 0.3 0.1
N -3.21570 3.84302 1.54949 -0.2 -0.5 -0.6
C 8.98278 -4.16968 7.96983 -0.2 0.1 0.0
C -10.16380 2.62168 0.31728 0.2 0.2 -0.4
C -3.52672 -0.11864 -4.55098 0.0 -0.1 0.0
C -2.97616 7.10360 -3.97661 -0.1 -0.3 -0.3
C 8.89999 -6.52399 1.26737 0.0 0.0 -0.1
C -12.37777 2.87595 -0.68410 0.3 0.4 -0.6
C -6.37961 4.74556 3.44614 -0.5 -0.2 0.1
C -1.07407 -3.88204 -7.60909 0.1 0.1 0.1
C -2.43360 -4.78324 -5.04102 0.0 0.1 0.0
C -4.59612 3.96676 1.47769 0.0 0.3 0.3
C -11.60863 4.27670 1.08611 -0.4 0.2 -0.5
C -1.13557 6.00214 -1.62943 0.1 0.4 0.0
C 3.83852 -0.75701 1.25412 -0.3 0.3 0.2
C -0.70428 0.97417 1.76101 0.0 0.5 0.1
C -7.72077 5.48319 3.45056 0.2 0.3 -0.1
C -2.50158 6.09694 0.61534 0.3 0.0 0.1
C -2.08598 -1.98598 -2.62741 0.0 0.0 -0.1
C 1.31731 -1.00984 0.99093 0.4 0.0 -0.2
C -0.26726 0.94808 0.29897 -0.4 -0.4 -0.3
C -8.62249 5.21683 2.24892 0.0 0.0 -0.1
C 9.68190 -5.64517 -4.02341 0.0 0.1 0.1
C 5.10740 -1.45448 5.19680 0.0 0.0 0.1
C 8.52779 -7.78768 -2.20021 0.0 0.1 0.1
C -0.67153 6.84643 -2.83672 0.0 -0.3 0.1
C -2.75853 2.43689 1.50930 0.4 0.2 0.0
C 10.33799 -2.84055 5.59952 -0.1 0.0 0.0
C 11.53957 -7.58409 -2.59430 0.0 0.1 0.1
C -3.89222 -2.93355 -6.96835 0.1 0.1 0.1
C -1.37446 2.30384 2.14023 -0.1 -0.4 -0.1
C 0.65172 -0.21729 -0.13470 0.3 0.1 0.2
C -1.82919 6.85035 -0.56007 -0.4 0.0 -0.2
C -9.41559 3.89353 2.16468 0.0 -0.4 0.3
C 2.46398 -0.24147 1.68384 -0.2 -0.3 -0.1
C 10.22724 -3.79309 1.08757 -0.1 0.0 -0.2
C -0.55863 0.22347 -4.04007 0.1 -0.1 -0.1
C 11.91144 -6.31124 0.88019 0.0 0.0 -0.1
C 7.73634 -1.00129 3.73873 0.0 -0.1 0.1
C -2.55594 4.58946 0.43362 0.0 0.3 0.1
C 6.20692 -3.60012 3.34124 0.1 0.0 0.1
C -1.51169 6.64341 -4.09998 0.0 0.3 0.2
C 8.77524 -5.41802 5.19711 -0.1 0.1 0.0
C -3.98749 5.97437 -3.73721 0.2 0.1 0.1
H 8.95870 -7.58266 1.00674 0.0 0.0 0.0
H -1.11354 7.57412 -0.16851 0.0 0.0 0.0
H -11.17220 0.78760 -2.96020 0.2 0.1 0.0
H 11.52328 -8.20044 -3.49566 0.0 0.0 0.0
H -4.20848 5.46196 -4.67330 -0.1 0.0 0.0
H -10.56913 1.82595 0.95113 0.0 0.0 0.0
H -1.17519 0.86739 -0.30667 0.0 0.2 -0.1
H -3.18713 -4.55980 -4.28275 0.0 0.0 0.0
H -2.19725 -1.29767 -1.78529 0.0 0.0 0.0
H 0.18299 1.90344 0.01796 0.1 0.0 0.2
H -0.93909 -3.08429 -8.34173 0.0 0.0 0.0
H -13.64601 4.61895 1.15467 -0.1 0.1 -0.2
H 7.59450 -7.24732 -2.02788 0.0 0.0 0.0
H 9.61943 -6.33641 -4.86669 0.0 0.0 0.0
H 2.36493 -0.33705 2.76662 0.0 0.2 0.0
H -3.50814 6.49018 0.74684 0.0 0.1 0.0
H 9.03876 -3.25001 8.55514 0.0 0.0 0.0
H 4.43872 -2.17032 5.67889 0.0 0.0 0.0
H -0.72029 3.11745 1.82433 0.0 0.1 0.1
H -1.96756 6.31019 1.54246 0.0 -0.1 0.1
H 5.57975 -3.17688 2.55347 0.0 0.0 0.0
H 8.69847 -8.44475 -1.34505 0.0 0.0 0.0
H 11.93521 -7.37420 0.63185 0.0 0.0 0.0
H -1.40985 0.16277 1.96101 0.1 -0.1 0.1
H 8.13352 -4.75088 8.33396 0.0 0.0 0.0
H -7.49473 6.55213 3.41439 0.0 0.0 0.1
H -1.49592 -5.00499 -4.52725 0.0 0.0 0.0
H -2.95982 -2.64058 -2.64302 0.0 0.0 0.0
H 8.75396 -5.07134 -3.98639 0.0 0.0 0.0
H -8.23162 5.32713 4.40179 0.0 -0.1 0.0
H -4.62785 -2.72600 -6.18814 0.0 0.0 0.0
H -8.02697 5.26685 1.33417 0.1 0.0 0.0
H 8.39784 -8.41559 -3.08434 0.0 0.0 0.0
H 5.65394 -4.41389 3.81548 0.0 0.0 0.0
H -0.79153 0.89951 -3.21325 0.0 0.0 0.0
H 5.33047 -0.66312 5.91495 0.0 0.0 0.0
H -1.82021 5.24160 -2.00128 0.1 -0.2 0.1
H 0.15209 0.85431 2.42464 0.0 -0.2 0.0
H 8.10103 -0.25932 4.45228 0.0 0.0 0.0
H 10.36046 -1.85373 6.06662 0.0 0.0 0.0
H -13.29177 3.46055 -0.62779 0.1 0.1 0.1
H -7.87626 1.85262 1.89247 0.0 0.0 0.0
H -10.67586 1.29118 3.09511 0.0 -0.1 0.1
H -11.10257 4.95905 2.81571 -0.2 -0.4 0.4
H -1.47592 5.58545 -4.37473 0.0 0.0 -0.1
H 11.02103 -3.18671 0.64753 0.0 0.0 0.0
H -1.48234 2.34522 3.22445 0.0 0.2 0.0
H -12.56943 1.90520 -0.21978 0.0 0.0 0.1
H -3.45861 1.82477 2.07384 -0.1 0.0 -0.1
H 0.58720 -1.37772 1.71264 -0.1 0.1 0.0
H -4.38074 -0.79940 -4.54519 0.0 0.0 0.0
H -3.07423 4.32386 -0.49649 -0.1 0.0 0.0
H 9.63183 -6.04709 5.44878 0.0 0.0 0.0
H 12.10369 -6.21339 1.95112 0.0 0.0 0.0
H -12.68007 6.05389 1.14943 0.0 0.0 0.3
H -6.49630 3.69091 3.20410 0.0 0.0 -0.1
H -2.60060 7.44115 -1.05976 0.0 0.0 0.0
H -1.04040 7.21380 -4.90179 0.1 -0.1 -0.1
H 9.27250 -3.30687 0.87371 0.0 0.0 0.0
H 7.91808 -6.15383 0.96283 0.0 0.0 0.0
H -1.48861 -4.74993 -8.12635 0.0 0.0 0.0
H -1.20173 -2.60176 -2.44995 0.0 0.0 0.0
H -5.94162 4.79661 4.44185 0.2 0.1 -0.1
H 3.98929 -0.57050 0.19030 0.1 -0.2 0.0
H 2.38722 0.81562 1.41675 0.0 0.1 0.2
H 8.60286 -1.46209 3.25946 0.0 0.0 0.0
H 7.16671 -0.47814 2.96687 0.0 0.0 0.0
H -9.78938 2.20681 -0.61143 0.0 -0.1 0.0
H 1.45732 0.21266 -0.73744 0.0 -0.1 -0.1
H 11.67999 -8.24645 -1.73770 0.0 0.0 0.0
H 12.40632 -6.92245 -2.65246 0.0 0.0 0.0
H -3.60289 5.22223 -3.04705 0.0 0.0 0.1
H -3.25600 7.58168 -4.91700 0.0 0.2 0.1
H 3.91015 -1.82494 1.45779 0.1 0.0 -0.1
H -3.82508 -2.05292 -7.61062 0.0 0.0 0.0
H -1.54840 4.19288 0.34460 0.0 0.0 0.1
H -4.26735 -3.76387 -7.57033 0.0 0.0 0.0
H -7.32260 1.35265 3.36172 -0.1 -0.2 0.0
H -0.09055 -4.15612 -7.22332 0.0 0.0 0.0
H -2.74905 -5.68362 -5.57219 0.0 0.0 0.0
H -2.74558 2.08574 0.47273 -0.1 -0.1 0.0
H -3.69462 0.63902 -3.78148 0.0 0.0 0.0
H 4.62245 -0.23885 1.80810 0.1 -0.1 -0.1
H -9.33579 6.04309 2.18764 0.0 0.0 -0.1
H -0.67982 7.90523 -2.56459 0.1 0.0 0.0
H 12.72739 -5.82211 0.34406 0.0 0.0 0.0
H 0.36138 6.57854 -3.06403 0.0 0.1 -0.1
H 10.50164 -4.95040 -4.21515 0.0 0.0 0.0
H -0.44093 0.82434 -4.94386 0.0 0.0 0.0
H 8.79833 -5.22305 4.12373 0.0 0.0 0.0
H 10.35047 -2.69885 4.51653 0.0 0.0 0.0
H 4.57531 -1.00661 4.35363 0.0 0.0 0.0
H 11.25275 -3.36806 5.87875 0.0 0.0 0.0
H -4.91582 6.36331 -3.31853 -0.1 0.0 -0.1
H -3.07042 7.86444 -3.20039 0.1 0.0 0.0
H 10.36866 -3.80099 2.17175 0.0 0.0 0.0
H -12.38271 4.32058 -3.63051 0.3 0.1 0.0
H 7.09414 -4.02752 2.86818 0.0 0.0 0.0
H 0.13672 -0.92055 -0.79016 -0.2 0.1 0.0
H 0.39646 -0.25942 -3.82417 0.0 0.0 0.0
H 9.89192 -4.74537 8.15601 0.0 0.0 0.0
H 7.86398 -5.97642 5.42108 0.0 0.0 0.0
H 1.75660 -1.90066 0.53292 -0.1 -0.1 0.1
H 8.97082 -6.44514 2.35335 0.0 0.0 0.0
H -3.50306 0.38268 -5.52085 0.0 0.0 0.0
H -0.27138 5.50466 -1.18471 0.0 -0.1 0.0
```
Positions in Å, forces in eV/Å.

E_HOMO = -10.63 eV
Orbital gap = 7.5 eV
Largest force on an atom = 0.0361 hartree/bohr
Net charge = +1
LUMO level = -3.2 eV
E = -5756.0021 Eh


No. 2
ORCA calculation (ωB97M-V/def2-TZVPD) on a cluster of 9 separate species, C42H107N5O12S4 in total.

```
170
Properties=species:S:1:pos:R:3:forces:R:3
S -0.58823 3.85353 -5.99062 -1.6 -0.5 -0.7
S 3.28336 4.62723 4.93743 -4.1 0.9 2.2
S 6.03581 -3.89437 3.47020 -1.4 0.1 -0.9
S 0.82299 0.87827 -0.37241 -0.5 0.7 -2.5
O 4.72177 -2.87141 3.11292 1.7 -1.9 1.3
O 0.61507 3.52580 -5.24714 -1.5 0.5 -1.4
O 4.07690 4.81335 3.78824 0.3 -0.6 -0.9
O 3.06764 3.02728 5.22553 1.5 1.6 -2.9
O 1.94464 5.26588 5.07952 2.8 -1.4 -0.6
O 1.16879 -0.16873 -1.38508 -0.9 2.4 2.6
O 7.25134 -3.25642 2.96358 -1.9 -1.0 1.2
O -0.04262 2.02737 -0.73537 1.2 -2.6 0.4
O -0.96550 5.23144 -6.30932 1.0 -2.0 0.5
O 0.15643 0.14330 0.92356 3.5 2.7 -0.3
O 5.68299 -5.25835 3.04276 0.7 2.3 0.7
O -0.68859 2.91448 -7.40116 2.0 0.1 1.7
N 9.07357 2.08758 5.67654 1.3 1.4 1.0
N -6.31271 0.92748 -5.88191 -0.3 1.0 -0.2
N -7.33747 -5.32156 -3.06820 -1.1 -1.4 0.4
N 8.25450 0.95340 -3.43715 1.9 2.6 -0.3
N -7.62074 -0.25294 4.57267 2.2 1.3 1.0
C -5.62271 -0.21920 -3.79538 -0.7 0.6 0.7
C -7.42803 0.95935 5.40287 2.0 -0.5 -2.0
C 10.26701 2.72211 5.04012 -0.8 -1.6 0.7
C 7.61867 3.49835 -3.24773 1.0 -1.6 0.2
C -6.03081 -0.22080 -6.71399 -0.7 -0.2 0.8
C -6.15425 0.81902 6.29331 -1.2 0.2 0.0
C -6.47514 -4.44089 -0.96829 1.7 -0.1 1.5
C -6.72335 0.62781 -4.49464 1.4 0.0 -1.2
C -6.43092 -7.66852 -3.73625 1.1 1.0 -0.2
C 6.98235 0.54112 -2.90309 0.9 -2.0 -0.9
C 4.81576 -2.92290 0.77354 0.7 0.0 -1.7
C 7.57795 1.90463 3.84354 -0.7 -0.3 -0.1
C 6.50170 -0.57408 -3.82233 -2.3 -0.3 -0.2
C 9.39445 1.70819 7.04927 -1.1 -0.8 -0.6
C -8.65052 2.02555 -6.31883 0.6 -0.5 -0.6
C 9.95767 -0.41261 -2.00588 -0.1 1.3 -0.1
C 2.16948 2.60848 6.19378 -0.8 -0.9 1.9
C 2.33981 1.66287 0.24393 -0.8 -1.3 1.1
C -1.09158 3.48505 -8.60882 -1.8 0.7 -1.4
C 8.56693 2.28490 -2.87085 0.1 0.2 0.6
C -7.54391 -6.60240 -3.84216 0.5 0.7 -1.1
C -1.04317 -0.46989 0.69261 -0.7 -2.7 -0.6
C -8.54663 -4.41721 -3.11357 -0.6 -1.6 -0.3
C -1.96474 2.92390 -5.18456 1.4 -0.3 0.1
C 1.75865 1.11791 5.97625 0.6 0.8 -0.2
C 9.39450 -0.00242 -3.42565 -1.3 -1.6 0.6
C -2.53508 3.90479 -8.42794 -0.7 1.9 -0.5
C 5.82679 -3.75071 5.28289 0.7 -0.2 -0.5
C 4.21578 5.17238 6.32848 0.5 -0.3 0.4
C -8.14723 -1.32933 5.33907 0.1 -0.1 -1.3
C -5.75752 0.00664 -8.19596 1.0 -0.9 -0.1
C -7.14869 0.76759 2.38458 0.0 1.9 -0.7
C -7.09451 -5.62938 -1.65057 -0.1 -0.1 0.0
C -1.82916 -0.52379 1.94681 -0.7 0.5 0.5
C -9.84404 -5.04775 -2.49963 0.0 0.6 0.9
C -7.87729 -2.61709 4.53246 -2.0 -0.6 1.2
C 8.40642 1.11584 4.82987 0.4 0.0 0.2
C -8.08107 -0.06319 3.21232 -0.6 -0.5 0.3
C -7.07075 2.00777 -6.51224 -1.2 0.4 0.4
C 3.99418 -3.24601 1.96028 -1.7 0.6 -0.5
C 8.13467 1.39003 7.78483 -0.7 0.0 1.5
C 11.26210 1.61199 4.69117 1.4 0.6 -1.2
H -2.59640 4.96686 -8.19061 0.0 -0.1 0.7
H 5.59587 -3.67053 0.63016 0.2 0.0 0.3
H 10.08867 0.52683 -1.46887 0.1 0.2 0.1
H 5.28731 -1.94333 0.85222 0.0 0.0 0.3
H -6.77057 1.61252 -4.02966 0.1 0.0 0.4
H -2.29143 0.45057 2.10497 -0.5 -0.3 0.3
H -7.74079 0.24584 -4.41080 -0.1 -0.6 -0.1
H 8.45143 1.00675 8.75482 -0.2 -0.3 0.2
H 5.14330 4.60266 6.38534 0.0 -0.1 -0.1
H -0.76545 -1.50927 0.51757 -0.3 -0.2 -0.8
H -2.01502 3.31789 -4.16950 -0.4 -0.1 -0.1
H 7.72372 3.65353 -4.32149 0.0 0.3 0.1
H -7.43829 -6.24882 -4.86779 -0.3 -0.1 -0.3
H 6.29721 1.38671 -2.84253 0.1 -0.2 -0.3
H -7.12627 1.75414 4.72072 -0.4 0.2 -0.1
H 2.75882 2.76793 7.09675 -0.5 -0.6 0.7
H -9.11847 0.24857 3.33370 -0.4 0.9 -0.9
H 1.11968 0.72756 6.76836 -0.1 0.4 0.0
H 7.56743 2.28712 8.03296 -0.1 0.2 -0.3
H 3.53866 -4.23604 1.93900 0.9 -0.6 0.4
H -6.91256 2.02455 -7.59057 0.3 -0.2 0.1
H -6.41680 -8.47177 -4.47292 -1.2 -0.3 0.2
H -8.32292 1.32317 5.90777 -0.2 -0.3 0.5
H 1.29962 3.26092 6.26952 -0.1 0.0 -0.3
H -5.49614 -4.24385 -1.40517 -0.2 0.4 -0.7
H -6.09780 -4.72801 0.01317 -0.4 -0.3 0.5
H -5.19302 0.76020 5.78273 -0.4 0.0 -0.6
H 2.12276 2.68028 0.56930 0.0 0.0 -0.7
H 7.96247 4.35153 -2.66294 -0.1 0.1 -0.3
H -6.63251 2.92992 -6.13056 -0.3 0.3 0.0
H 9.09251 0.42250 4.34340 0.4 0.1 -0.4
H 5.16334 -4.51750 5.68286 0.0 -0.1 -0.5
H -6.11140 0.43442 2.41834 -0.1 -0.1 0.3
H -5.21325 -0.87863 -8.52487 -0.2 -0.4 -0.1
H -1.18928 2.80587 -9.45574 0.9 -1.2 0.7
H -7.20241 1.83478 2.59975 0.4 0.1 0.7
H 3.65592 5.05084 7.25576 -0.1 0.1 -0.2
H 6.88080 2.53969 4.39015 -0.1 0.0 0.0
H -10.76006 -4.56687 -2.84280 0.2 0.4 -0.2
H -9.19322 2.62356 -7.05093 0.5 0.6 -0.1
H 9.85766 2.48365 7.65936 0.3 0.4 -0.7
H 4.47141 6.21908 6.16362 -0.2 -0.1 -0.1
H -2.89957 2.74175 -5.71468 0.1 1.2 -0.1
H -6.97697 -3.49649 -0.75761 -0.5 -0.2 -0.6
H -1.54526 -0.06950 -0.18813 -0.3 0.1 0.2
H -5.93499 -0.36842 -2.76180 0.1 0.2 0.2
H -8.82715 -2.91873 4.09102 -0.1 -0.1 -0.3
H -5.53175 -7.18638 -4.11980 0.3 0.5 0.4
H -7.74705 -1.37087 6.35210 0.6 0.1 -0.3
H -8.23071 -3.48600 -2.64330 -0.4 -0.1 0.1
H -6.87409 -0.89964 -6.58684 -0.3 -0.6 -0.5
H -6.61495 0.06138 -8.86672 -0.1 0.3 0.4
H 2.62704 0.45934 5.95932 0.2 0.2 -0.1
H 1.25651 1.01412 5.01439 -0.1 0.0 0.1
H -4.71308 0.38135 -3.80048 0.1 -0.1 0.0
H -6.13631 -8.04296 -2.75589 -0.5 -0.2 0.0
H 7.43837 0.68072 7.33746 0.3 -0.1 -0.1
H -2.51584 -1.36349 1.83976 -0.6 0.4 0.1
H 11.04598 1.12596 3.73977 -0.3 -0.2 0.1
H -1.56106 1.91145 -5.17531 0.4 0.0 0.4
H 8.67481 2.14704 -1.79501 -0.9 0.3 0.7
H -6.21819 -0.08797 6.89446 0.0 0.4 0.5
H 3.10110 1.47953 -0.51432 -0.2 0.4 0.1
H 8.98047 -0.86624 -3.94575 -0.2 -0.5 0.5
H -7.16849 -2.56984 3.70573 0.3 0.2 0.7
H 6.56122 3.33667 -3.03854 0.1 -0.1 0.1
H 5.43503 -2.76985 5.55218 0.3 0.0 -0.3
H 10.01748 0.81773 7.13299 0.5 -0.2 -0.2
H -9.04486 1.04383 -6.58120 0.0 -0.4 0.5
H 6.55299 -0.35839 -4.88954 0.6 0.3 0.1
H -8.16302 -0.95229 2.58711 0.0 -0.8 0.9
H 6.83242 -3.92638 5.66492 -0.1 0.2 0.2
H 4.32050 -2.91656 -0.19743 -0.6 -0.1 0.2
H 7.83068 0.39834 5.41451 -0.5 0.5 0.2
H 8.17319 2.57818 3.22702 0.1 -0.2 -0.1
H 11.48861 0.84574 5.43256 -0.8 0.1 0.3
H -6.14866 1.75748 6.84773 0.3 -0.3 0.7
H -3.13361 3.91032 -9.33888 0.1 -0.7 -0.2
H -0.44439 4.24912 -9.03942 0.1 0.4 0.7
H -1.23837 -0.76966 2.82921 0.4 0.1 -0.2
H 6.99127 1.23779 3.21170 0.1 0.1 -0.2
H 10.95046 -0.85903 -1.94942 -0.1 -0.2 -0.7
H -5.01646 0.76749 -8.44096 -0.3 0.5 0.3
H 9.88582 3.30928 4.20464 0.6 -0.1 -0.2
H 10.18285 0.16600 -4.15931 0.2 1.3 0.4
H -7.71729 -3.39422 5.27984 0.7 -0.3 -0.4
H 6.82828 -1.60167 -3.66259 0.7 0.3 0.3
H -5.22143 -0.73047 -6.19126 0.3 -0.1 -0.6
H -8.55378 -7.01150 -3.81200 -0.1 -0.1 0.6
H 5.42400 -0.67361 -3.69294 -0.4 -0.1 0.2
H -8.91540 -4.18800 -4.11336 1.1 0.0 -0.5
H -9.86521 -4.93538 -1.41565 0.0 -0.1 0.1
H -6.45712 -6.50281 -1.51297 0.8 0.4 -0.6
H 3.06619 -2.68044 2.04447 0.2 0.7 -0.2
H -5.37548 -1.23496 -4.10397 -0.4 0.2 -0.7
H -7.39851 0.85477 1.32718 -0.4 -0.8 -0.2
H 10.71866 3.40349 5.76112 -0.2 0.1 0.0
H 2.58434 1.13513 1.16577 0.3 -0.2 -0.1
H -9.02160 2.35166 -5.34721 0.3 -0.3 0.1
H 9.60026 2.59940 -3.01727 0.1 -0.1 -1.1
H 7.08219 0.12658 -1.89995 -0.1 0.0 0.5
H -10.04154 -6.09839 -2.71236 0.6 0.0 -0.1
H -7.94601 -6.06201 -1.12532 -0.8 0.6 0.1
H -3.01213 3.31717 -7.64357 -0.1 0.1 -0.4
H 12.26226 2.00628 4.51148 0.1 0.5 -0.1
H -9.19255 -1.08578 5.52907 -0.9 -0.7 -0.1
H 9.32169 -0.98370 -1.32949 -0.4 -0.2 -0.5
```
Positions in Å, forces in eV/Å.

SMILES = CCOS(C)(=O)=O.CCOS(C)(=O)=O.CCOS(C)(=O)=O.CCOS(C)(=O)=O.CCN(CC)CC.CCN(CC)CC.CCN(CC)CC.CCN(CC)CC.CCN(CC)CC
E_HOMO = -7.97 eV
Orbital gap = 8.1 eV
Largest force on an atom = 0.0921 hartree/bohr
LUMO level = 0.1 eV
E = -4433.4520 Eh


LUMO level of number 2 (C42H107N5O12S4)?
0.1 eV